Entry 1:
Molecular formula: C16H13BiN3O2S2
Method: DFT, the ωB97M-V functional and the def2-TZVPD basis

```
37
C16H13BiN3O2S2 (the ωB97M-V functional and the def2-TZVPD basis)
Bi -0.0359 -0.7534 -2.2005
C 1.5022 -5.1893 -1.3421
C 0.6633 -3.9416 -1.4967
S 1.6638 -2.4835 -1.7026
C -0.6712 -3.9474 -1.4811
C -1.5078 -5.1857 -1.3189
S -1.6990 -2.5012 -1.6478
H 2.5617 -4.9426 -1.3419
H 1.3238 -5.8774 -2.1685
H 1.2731 -5.6955 -0.4045
H -0.8863 -6.0646 -1.1709
H -2.1327 -5.3379 -2.2000
H -2.1811 -5.0759 -0.4664
O 0.6620 5.3113 3.2764
N -0.0330 5.1392 2.2990
O -0.7985 5.9482 1.8125
C -0.0036 3.7947 1.6965
C 0.0354 2.7467 2.5394
C 0.0204 1.4119 2.0421
C 0.0216 0.3132 2.9170
C 0.0114 -0.9573 2.4067
C -0.0005 -1.1173 1.0232
N -0.0066 -0.1001 0.1804
C 0.0023 1.1734 0.6526
C 0.0006 2.3098 -0.2412
N 0.0227 2.0674 -1.5575
C 0.0317 3.0669 -2.4109
C 0.0204 4.4025 -2.0035
C -0.0056 4.6829 -0.6618
C -0.0183 3.6248 0.2712
H 0.0692 2.9189 3.6073
H 0.0299 0.4832 3.9861
H 0.0117 -1.8287 3.0449
H -0.0051 -2.1065 0.5787
H 0.0519 2.8086 -3.4646
H 0.0329 5.1979 -2.7345
H -0.0269 5.7043 -0.3184
```

The molar mass comes out at 552.41 g mol⁻¹. The calculation puts the orbital gap at 7.19 eV. For the relative energy (zero: lowest compared OMol25 entry of this formula, charge and spin), the calculation gives 22.32 kJ/mol. Its total charge is +1.

---

Entry 2:
Molecular formula: C16H13Br4MnN2O4S
Method: DFT, the ωB97M-V functional and the def2-TZVPD basis

```
41
C16H13Br4MnN2O4S (the ωB97M-V functional and the def2-TZVPD basis)
Mn 0.5242 -0.8338 1.9776
Br -4.1945 -5.3278 -0.0184
C -2.6961 -4.1828 0.0049
C -1.9091 -4.0251 -1.1288
Br -2.3279 -4.9190 -2.7354
C -0.7868 -3.1826 -1.0756
Br 0.3469 -2.8807 -2.5635
C -0.4602 -2.5186 0.0901
O 0.6018 -1.7124 0.2318
C -1.2821 -2.6532 1.2163
O -0.8977 -1.9284 2.2889
C -2.3779 -3.4814 1.1823
Br -3.4074 -3.5929 2.7518
S 0.9915 -0.0207 4.0995
C 2.0604 0.8599 3.0457
C 2.6845 2.0832 3.3012
C 3.4921 2.6166 2.3257
C 3.6867 1.9330 1.1172
C 3.0198 0.7544 0.9213
N 2.2148 0.2386 1.8620
H 2.5114 2.5773 4.2470
H 3.9749 3.5729 2.4876
H 4.3443 2.3198 0.3511
H 3.1289 0.1713 0.0143
O -0.2675 2.9283 0.9644
C -0.2606 1.8516 0.4024
O -0.5140 0.6710 0.8363
C 0.0857 1.8115 -1.1097
N -0.1448 0.3789 -1.5558
C -1.2317 0.3722 -2.5890
C -1.9899 1.6627 -2.3141
C -0.8760 2.6545 -1.9449
H 1.1302 2.0889 -1.2284
H -0.4235 -0.0720 -0.6577
H 0.6868 -0.1167 -1.8631
H -1.8158 -0.5404 -2.5026
H -0.7668 0.3974 -3.5727
H -2.6758 1.5325 -1.4752
H -2.5621 1.9758 -3.1850
H -1.2277 3.4972 -1.3557
H -0.3892 3.0388 -2.8436
```

As for the expectation value of S²: 6.0595. The molar mass comes out at 703.91 g mol⁻¹. As for the spin multiplicity: 5. The calculation puts the orbital gap (alpha / beta) at 7.01 / 7.66 eV. For the relative energy (zero: lowest compared OMol25 entry of this formula, charge and spin), the calculation gives 30.42 kJ/mol. Its total charge is 0.

---

Entry 3:
Molecular formula: C16H13Cl5O2SSeSiV
Method: DFT, the ωB97M-V functional and the def2-TZVPD basis

```
40
C16H13Cl5O2SSeSiV (the ωB97M-V functional and the def2-TZVPD basis)
V -0.1423 -0.8615 -0.0139
O -1.2832 1.6333 -2.8956
C -1.5411 0.9522 -1.9398
O -0.5748 0.3795 -1.2211
C -2.9200 0.7241 -1.4160
C -3.8884 1.6276 -1.8537
C -5.1971 1.5371 -1.4237
C -5.5551 0.5152 -0.5535
C -4.6108 -0.4005 -0.1289
C -3.2818 -0.3126 -0.5503
S -2.2499 -1.6481 -0.0018
H -3.5747 2.4067 -2.5350
H -5.9325 2.2550 -1.7604
H -6.5758 0.4267 -0.2048
H -4.8958 -1.2047 0.5370
Cl -0.2750 -2.8037 2.5207
C 0.0436 -1.1617 2.9689
C 0.1435 -0.2273 1.9478
C 0.4431 1.0806 2.3039
Cl 0.6196 2.2619 1.0539
C 0.6120 1.4605 3.6326
Cl 0.9737 3.0878 4.0432
C 0.4872 0.4993 4.6365
Cl 0.6900 0.9436 6.2805
C 0.2050 -0.8268 4.3075
Cl 0.0643 -2.0192 5.5321
C 3.8079 -1.9354 -2.9427
Si 3.1721 -0.9318 -1.5039
C 2.3680 0.6602 -2.0494
C 4.5003 -0.6416 -0.2243
Se 1.6023 -2.3077 -0.4543
H 4.6176 -1.4019 -3.4465
H 3.0153 -2.1192 -3.6690
H 4.1931 -2.8997 -2.6083
H 3.0930 1.2954 -2.5645
H 1.9851 1.2196 -1.1947
H 1.5350 0.4740 -2.7280
H 5.3335 -0.0836 -0.6585
H 4.8870 -1.5855 0.1622
H 4.1059 -0.0677 0.6160
```

As for the expectation value of S²: 0.7809. The molar mass comes out at 604.60 g mol⁻¹. As for the spin multiplicity: 2. The calculation puts the orbital gap (alpha / beta) at 6.92 / 7.71 eV. For the relative energy (zero: lowest compared OMol25 entry of this formula, charge and spin), the calculation gives 0.00 kJ/mol. Its total charge is 0.

---

Entry 4:
Molecular formula: C16H13F3N2O5
Method: DFT, the ωB97M-V functional and the def2-TZVPD basis

```
39
C16H13F3N2O5 (the ωB97M-V functional and the def2-TZVPD basis)
O 0.0567 4.8375 -0.1405
C 0.6791 3.7976 -0.2507
N 1.9538 3.7552 -0.7157
C 2.5674 4.9449 -1.2601
C 2.2747 5.0935 -2.7614
O 0.9107 4.9458 -3.0499
C 0.0990 2.4816 0.1479
C 0.8714 1.4135 0.5935
C 0.2730 0.2228 0.9610
C -1.1089 0.0923 0.8764
O -1.7658 -1.0456 1.2964
C -1.3418 -2.2682 0.9709
C -0.5029 -2.5305 -0.1213
C -0.1157 -3.8139 -0.4292
C -0.5473 -4.8843 0.3533
C -0.0788 -6.2717 0.0135
F -0.7896 -7.2292 0.6149
F -0.1360 -6.5142 -1.3065
F 1.2060 -6.4638 0.3699
C -1.3798 -4.6579 1.4319
C -1.7866 -3.3649 1.7350
N -2.6715 -3.1895 2.8658
O -2.7050 -4.0944 3.6715
O -3.3188 -2.1728 2.9368
C -1.8928 1.1622 0.4616
C -1.2867 2.3493 0.1055
H 2.3413 2.8699 -0.9995
H 2.1362 5.7921 -0.7193
H 3.6450 4.9130 -1.0868
H 2.7841 4.3108 -3.3318
H 2.6495 6.0709 -3.0997
H 0.3998 5.4638 -2.4131
H 1.9421 1.5115 0.6935
H 0.8718 -0.5962 1.3328
H -0.1780 -1.7073 -0.7388
H 0.5174 -3.9971 -1.2837
H -1.7338 -5.4689 2.0518
H -2.9643 1.0460 0.4362
H -1.8750 3.1962 -0.2120
```

The molar mass comes out at 370.28 g mol⁻¹. The calculation puts the orbital gap at 8.73 eV. The SMILES is O=C(NCCO)c1ccc(Oc2ccc(C(F)(F)F)cc2[N+](=O)[O-])cc1. For the relative energy (zero: lowest compared OMol25 entry of this formula, charge and spin), the calculation gives 0.00 kJ/mol. Its total charge is 0.

---

Entry 5:
Molecular formula: C16H13N5O3
Method: DFT, the ωB97M-V functional and the def2-TZVPD basis

```
37
C16H13N5O3 (the ωB97M-V functional and the def2-TZVPD basis)
O -3.4986 -3.0064 -0.2147
C -2.5453 -2.3606 0.1427
C -2.5802 -1.3552 1.2931
N -3.3052 -0.1880 0.8731
C -4.6491 0.0281 0.9878
N -5.0516 1.1392 0.4620
C -3.9263 1.7235 -0.0651
C -3.7672 2.9256 -0.7448
C -2.4974 3.2605 -1.1654
C -1.4015 2.4300 -0.9222
C -1.5348 1.2332 -0.2471
C -2.8084 0.8900 0.1775
N -1.3488 -2.4631 -0.5176
N -0.2487 -1.7992 -0.1646
C 0.8185 -1.9208 -0.8514
C 2.0230 -1.2036 -0.4953
C 3.1510 -1.3010 -1.3167
C 4.3069 -0.6192 -1.0022
C 4.3407 0.1686 0.1430
N 5.5491 0.8813 0.4767
O 5.5436 1.5536 1.4852
O 6.4953 0.7622 -0.2717
C 3.2300 0.2775 0.9745
C 2.0793 -0.4078 0.6554
H -1.5659 -1.0775 1.5843
H -3.1069 -1.8152 2.1336
H -5.2919 -0.6746 1.4820
H -4.6157 3.5639 -0.9300
H -2.3399 4.1871 -1.6971
H -0.4249 2.7320 -1.2712
H -0.6840 0.5930 -0.0690
H -1.3319 -3.0910 -1.3276
H 0.8605 -2.5602 -1.7393
H 3.1140 -1.9134 -2.2051
H 5.1865 -0.6823 -1.6244
H 3.2920 0.8969 1.8561
H 1.2108 -0.3438 1.2902
```

The molar mass comes out at 323.31 g mol⁻¹. The calculation puts the orbital gap at 7.39 eV. The SMILES is O=C(Cn1cnc2ccccc21)N/N=C/c1ccc([N+](=O)[O-])cc1. For the relative energy (zero: lowest compared OMol25 entry of this formula, charge and spin), the calculation gives 477.07 kJ/mol. Its total charge is 0.

---

Entry 6:
Molecular formula: C16H13NO2S
Method: DFT, the ωB97M-V functional and the def2-TZVPD basis

```
33
C16H13NO2S (the ωB97M-V functional and the def2-TZVPD basis)
C -5.8240 -0.0824 1.7799
O -5.2068 -0.1088 0.2841
C -4.5610 -1.0601 0.0658
O -4.4909 -2.1321 0.7852
C -3.8328 -0.6284 -1.4166
C -2.5554 0.0377 -1.0414
C -2.4480 1.5378 -0.6635
C -1.3073 1.8348 -0.2781
C -0.0650 1.3022 -0.2435
S 1.4561 1.9615 -0.0750
C 2.0229 -0.0656 -0.2214
C 3.4093 -0.1620 0.0952
C 3.7623 -1.5924 -0.2825
C 5.0223 -1.9794 0.1247
C 6.0801 -1.1694 0.4171
C 5.6327 0.2564 0.6584
C 4.4550 0.7969 0.3619
N 0.9668 -0.5997 -0.5580
C -0.2055 0.0979 -0.5219
C -1.2995 -0.7754 -0.9024
H -6.3439 -0.9887 1.6935
H -6.3238 0.8979 1.8093
H -5.0762 -0.2011 2.4636
H -4.4714 0.0006 -2.0004
H -3.6085 -1.5367 -1.8174
H -3.4894 1.8959 -0.5542
H -1.2775 3.0325 0.0344
H 2.9549 -2.2428 -0.2641
H 5.3791 -2.8596 -0.1098
H 6.9585 -1.2053 0.6400
H 6.3631 1.0388 0.7716
H 4.0278 1.7639 0.7087
H -1.3209 -1.6730 -1.1671
```

The molar mass comes out at 283.35 g mol⁻¹. The calculation puts the orbital gap at 7.30 eV. The SMILES is COC(=O)Cc1ccc2sc(-c3ccccc3)nc2c1. For the relative energy (zero: lowest compared OMol25 entry of this formula, charge and spin), the calculation gives 1047.25 kJ/mol. Its total charge is 0.